No. 1
Entry from the OMol25 dataset: C8H5N5O2 in the gas phase (wB97M-V/def2-TZVPD).

The geometry in XYZ format:
```
20
Properties=species:S:1:pos:R:3:mulliken_charge:R:1
H -3.856 1.255 -0.559 0.37
N -0.837 -1.388 1.057 -0.63
C -1.824 2.061 -1.161 0.08
C -1.044 -0.305 0.312 0.49
C -0.496 1.594 -1.102 -0.25
C 2.366 -2.767 1.435 -0.23
H 3.150 -3.488 1.814 0.35
C 1.471 -0.964 0.647 0.23
N 2.672 -1.535 0.831 -0.11
N -0.136 0.625 -0.153 0.03
C 0.523 -1.718 1.150 1.15
H 0.334 2.025 -1.578 0.47
C -2.757 1.100 -0.485 -0.04
O -2.085 3.199 -1.914 -0.50
O 2.143 0.918 -0.309 -0.70
C 1.164 0.260 0.028 -0.03
H -3.014 3.108 -2.347 0.36
N -2.388 -0.018 0.168 -0.52
N 1.043 -2.841 1.594 -0.73
H 3.570 -1.118 0.570 0.23
```

The net charge is 0. The calculation puts the HOMO energy at -8.316 eV. The SMILES is O=c1c2[nH]cnc2nc2ncc(O)cn12. The frontier orbital gap is 0.2789 hartree.

---

No. 2
Entry from the OMol25 dataset: C8H5NO2S in the gas phase (wB97M-V/def2-TZVPD).

The geometry in XYZ format:
```
17
Properties=species:S:1:pos:R:3:mulliken_charge:R:1
H -1.896 -2.547 -0.077 0.51
C 3.388 -0.116 -0.020 0.48
H -0.686 2.360 0.379 0.28
C -0.496 -1.041 -0.074 0.34
C 1.892 -0.280 -0.106 0.62
N 1.134 0.698 0.019 -0.45
C -1.750 -1.548 -0.036 -0.55
H -3.329 1.456 0.059 0.34
C -1.159 1.313 0.132 -0.26
H -3.782 -0.964 -0.108 0.28
C -2.437 0.821 0.109 -0.47
S 1.094 -1.903 0.011 -0.17
H 3.090 1.878 -0.401 0.43
O 3.781 1.138 -0.150 -0.52
C -2.723 -0.559 -0.073 -0.31
C -0.190 0.375 0.076 -0.02
O 4.068 -1.079 0.261 -0.54
```

The net charge is 0. The calculation puts the HOMO energy at -9.253 eV. The SMILES is O=C(O)c1nc2ccccc2s1. The frontier orbital gap is 0.3317 hartree.

---

No. 3
Entry from the OMol25 dataset: C8H6 as an isolated structure (wB97M-V/def2-TZVPD).

The geometry in XYZ format:
```
14
Properties=species:S:1:pos:R:3:mulliken_charge:R:1
H 0.395 2.166 -0.750 0.26
C 0.083 2.415 0.251 -0.78
H 0.814 -1.529 -2.909 0.44
H 0.072 3.455 0.526 0.27
C 0.248 -0.769 -0.887 0.10
C 0.501 -1.628 -1.884 -0.83
H 0.124 -3.867 -1.118 0.42
C -0.122 -1.945 0.045 0.50
H -0.805 -1.538 2.166 0.38
H -0.589 1.683 2.116 0.29
C -0.461 -1.209 1.197 -1.12
C -0.255 0.086 0.779 0.69
C 0.147 -2.799 -0.977 -0.54
C -0.269 1.446 1.104 -0.10
```

The net charge is 0. The calculation puts the HOMO energy (alpha / beta) at -7.277 / -7.276 eV. The frontier orbital gap (alpha / beta) is 0.2583 / 0.2582 hartree.

---

No. 4
Entry from the OMol25 dataset: C8H6BrCl in the gas phase (wB97M-V/def2-TZVPD).

The geometry in XYZ format:
```
16
Properties=species:S:1:pos:R:3:mulliken_charge:R:1
C -2.001 -1.054 -0.146 -1.45
C -0.822 1.706 0.330 -1.48
H -0.954 1.605 1.372 0.35
H -1.692 1.978 -0.233 0.40
H -0.307 2.686 0.224 0.38
Br 2.740 1.929 -0.239 -0.10
Cl 4.387 -1.135 0.137 -0.15
C -0.524 -0.824 -0.257 0.94
C 1.656 -1.622 -0.357 0.62
C 0.089 0.540 -0.103 1.03
H -2.566 -0.189 -0.459 0.33
H -2.294 -1.105 0.925 0.28
C 2.851 -1.381 -0.228 0.43
H -2.369 -1.980 -0.568 0.39
C 1.436 0.655 -0.049 -0.55
C 0.370 -1.809 -0.349 -1.41
```

The net charge is 0. The calculation puts the HOMO energy (alpha / beta) at -8.150 / -7.597 eV. The frontier orbital gap (alpha / beta) is 0.2911 / 0.2403 hartree.

---

No. 5
Entry from the OMol25 dataset: C8H6ClFO in the gas phase (wB97M-V/def2-TZVPD).

The geometry in XYZ format:
```
17
Properties=species:S:1:pos:R:3:mulliken_charge:R:1
C 1.774 -0.648 1.020 -0.55
O -1.813 1.853 1.014 -0.44
H 2.681 0.916 -1.957 0.33
C 2.094 0.684 -1.029 -0.57
H -2.064 0.240 -1.608 0.32
C 2.638 -0.243 -0.047 0.23
H -3.301 0.663 -0.612 0.51
H 2.153 -1.193 1.684 0.65
C -1.473 1.057 0.264 0.14
C -0.001 0.547 0.166 0.44
Cl -2.559 -1.464 -0.272 -0.19
F 3.906 -0.617 -0.143 -0.28
C 0.562 -0.289 1.178 -0.58
H 0.341 1.528 -1.626 0.57
H -0.007 -0.624 1.997 0.46
C 0.688 0.949 -0.905 -0.38
C -2.440 0.292 -0.660 -0.64
```

The net charge is 0. The calculation puts the HOMO energy at -9.308 eV. The SMILES is O=C(CCl)c1ccc(F)cc1. The frontier orbital gap is 0.3661 hartree.

---

No. 6
Entry from the OMol25 dataset: C8H6FeN2O4 as an isolated structure (wB97M-V/def2-TZVPD).

The geometry in XYZ format:
```
21
Properties=species:S:1:pos:R:3:lowdin_spin:R:1
O -2.839 0.156 -2.472 0.00
H -0.786 -0.131 5.159 0.00
C -2.045 0.134 -1.606 0.02
O 0.191 -2.962 -0.762 0.05
C -2.100 -1.136 3.769 0.35
H 0.673 1.753 3.870 0.01
Fe 0.238 -0.269 0.538 3.51
C 0.401 1.553 -0.051 0.07
C 0.943 0.828 3.344 0.05
C -1.934 -1.250 2.387 0.30
H -2.540 -1.785 1.682 0.01
O 2.117 0.471 -1.780 0.07
N -0.737 -0.587 2.051 0.11
C 0.421 -2.013 -0.073 0.06
H 1.673 0.253 3.931 0.02
H 1.421 1.113 2.393 0.01
C 1.541 0.120 -0.798 0.11
H -2.829 -1.533 4.441 0.01
O 0.368 2.679 -0.409 0.01
C -0.252 -0.001 3.172 0.19
N -1.019 -0.351 4.215 0.03
```

The net charge is +3. The calculation puts the HOMO energy (alpha / beta) at -21.809 / -22.962 eV. The frontier orbital gap (alpha / beta) is 0.2985 / 0.2457 hartree. As for the multiplicity: 6.

---

No. 7
Entry from the OMol25 dataset: an isolated ion of composition C8H6NO and charge +1 (wB97M-V/def2-TZVPD).

The geometry in XYZ format:
```
16
Properties=species:S:1:pos:R:3:lowdin_spin:R:1
H -0.408 -1.697 0.356 0.00
C 2.440 0.111 0.101 0.36
H 2.558 2.104 -0.114 0.00
C 1.692 -1.055 0.073 0.11
H 0.031 2.414 -0.244 0.01
N -2.543 -0.677 0.048 0.04
C 0.318 -0.959 0.231 0.14
C 0.447 1.504 -0.083 0.18
H -4.101 -2.167 -0.328 0.01
C 1.822 1.346 -0.119 0.04
H 3.559 -0.009 0.184 0.01
C -1.749 0.596 -0.056 0.23
C -0.314 0.297 0.074 0.32
O -2.469 1.593 -0.154 0.42
H 2.107 -1.991 0.150 0.00
C -3.390 -1.410 -0.120 0.12
```

The net charge is +1. The calculation puts the HOMO energy (alpha / beta) at -10.870 / -14.438 eV. The frontier orbital gap (alpha / beta) is 0.2452 / 0.2277 hartree. As for the multiplicity: 3.

---

No. 8
Entry from the OMol25 dataset: a 2-piece molecular cluster, C8H6NO3S2 overall (wB97M-V/def2-TZVPD).

The geometry in XYZ format:
```
20
Properties=species:S:1:pos:R:3:mulliken_charge:R:1
O 3.571 0.743 -1.366 -0.43
C -2.684 0.976 0.627 -0.58
C 1.275 -0.795 -0.257 -0.22
H -0.808 -0.780 -1.621 0.40
O 1.560 1.484 0.510 -0.71
N -0.451 0.507 -0.094 0.12
S -1.992 -1.680 0.221 -0.20
S 3.752 -1.786 0.297 -0.46
H -3.464 -0.314 -0.923 0.26
C -0.748 -0.730 -0.599 -0.65
H 1.713 -2.784 -0.403 0.27
C 2.128 -1.801 -0.205 -0.29
C -1.418 1.319 0.532 -0.20
C -3.269 -0.334 0.132 -0.56
O 4.621 1.191 0.619 -0.46
H -1.191 2.150 1.084 0.41
H -3.361 1.717 0.863 0.39
C 4.040 0.878 -0.325 0.80
C 0.896 0.531 0.149 0.76
H -4.169 -0.490 0.760 0.36
```

The net charge is -1. The calculation puts the HOMO energy at -3.893 eV. The frontier orbital gap is 0.2506 hartree.

---

No. 9
Entry from the OMol25 dataset: C8H6O2 in the gas phase (wB97M-V/def2-TZVPD).

The geometry in XYZ format:
```
16
Properties=species:S:1:pos:R:3:mulliken_charge:R:1
H 3.307 -0.903 1.184 0.27
O 2.998 -1.786 -0.558 -0.35
C -0.065 -0.968 0.103 -0.23
H -3.485 -0.510 -0.261 0.54
C -1.215 1.208 -0.223 -0.46
H 0.120 3.012 -0.276 0.26
O -2.670 -2.148 -0.005 -0.52
C -1.220 -0.206 -0.014 0.71
C 1.221 -0.308 0.059 0.53
H 0.065 -2.120 0.279 0.28
H 2.009 1.963 -0.042 0.16
H -2.266 1.659 -0.215 0.29
C 0.096 1.869 -0.031 -0.50
C 2.568 -1.037 0.241 -0.34
C 1.116 1.151 -0.072 -0.12
C -2.579 -0.875 -0.169 -0.51
```

The net charge is 0. The calculation puts the HOMO energy at -9.803 eV. The SMILES is O=Cc1cccc(C=O)c1. The frontier orbital gap is 0.3494 hartree.

---

No. 10
Entry from the OMol25 dataset: C8H6O2 in the gas phase (wB97M-V/def2-TZVPD).

The geometry in XYZ format:
```
16
Properties=species:S:1:pos:R:3:mulliken_charge:R:1
H -2.392 -1.027 -1.539 0.40
H 3.087 -0.182 1.134 0.31
C 2.187 0.029 0.525 -0.54
C -0.076 0.873 0.123 -0.89
H 0.486 -2.110 -1.455 0.31
C -2.633 0.866 0.789 0.29
O -2.790 1.882 1.335 -0.34
C 0.626 -1.220 -0.811 -0.53
C -1.749 -0.548 -0.834 -0.54
H 2.621 -1.825 -0.495 0.26
C 1.849 -1.076 -0.140 -0.19
H 1.489 1.968 1.079 0.36
C -0.395 -0.357 -0.563 0.93
H -0.869 1.453 0.409 0.64
O -2.632 0.260 -0.224 -0.12
C 1.191 1.014 0.667 -0.35
```

The net charge is 0. The calculation puts the HOMO energy (alpha / beta) at -7.055 / -7.336 eV. The frontier orbital gap (alpha / beta) is 0.2370 / 0.2756 hartree.

---

No. 11
Entry from the OMol25 dataset: C8H6O4 in the gas phase (wB97M-V/def2-TZVPD).

The geometry in XYZ format:
```
18
Properties=species:S:1:pos:R:3:mulliken_charge:R:1
C -2.733 0.189 0.047 0.08
C -1.055 -1.622 0.000 -0.47
H 2.147 1.632 -0.164 0.28
C 1.308 -1.261 -0.072 0.42
O 2.305 0.831 -0.002 -0.46
C -0.143 0.737 0.026 0.12
O 0.709 2.937 -0.007 -0.59
C 0.235 -2.110 0.052 -0.84
O -3.586 -0.540 -0.049 -0.38
O 2.614 -1.766 0.018 -0.61
H 0.481 -3.079 -0.114 0.47
C 1.180 0.213 -0.002 0.53
C -0.237 2.198 0.030 -0.50
H -1.997 -2.203 0.183 0.35
H 3.403 -1.081 0.108 0.39
H -2.850 1.448 0.118 0.01
H -1.020 2.675 0.000 0.79
C -1.304 -0.192 -0.049 0.42
```

The net charge is 0. The calculation puts the HOMO energy at -8.789 eV. The SMILES is O=Cc1ccc(O)c(O)c1C=O. The frontier orbital gap is 0.3016 hartree.

---

No. 12
Entry from the OMol25 dataset: C8H6OS in the gas phase (wB97M-V/def2-TZVPD).

The geometry in XYZ format:
```
16
Properties=species:S:1:pos:R:3:mulliken_charge:R:1
C -1.937 -1.073 0.297 -0.17
S 2.879 0.349 -0.236 0.47
O 4.206 -0.273 -0.394 -0.58
C 1.559 -0.584 -0.061 -0.64
H 0.412 1.453 -1.247 0.32
H -2.649 -1.915 0.542 0.28
H 0.018 -2.102 0.936 0.41
C -1.685 1.096 -0.738 -0.47
C 0.173 -0.303 -0.153 1.25
H 3.372 0.681 1.869 0.25
C -0.585 -1.366 0.405 -0.62
H -3.546 -0.026 -0.076 0.33
C -0.316 0.884 -0.697 -0.30
H -2.120 1.961 -1.287 0.34
C -2.492 0.018 -0.339 -0.45
C 2.710 1.201 1.178 -0.40
```

The net charge is 0. The calculation puts the HOMO energy at -8.966 eV. The frontier orbital gap is 0.2650 hartree.

---

No. 13
Entry from the OMol25 dataset: C8H7AuCl2N3O4Tl as an isolated structure (wB97M-V/def2-TZVPD).

The geometry in XYZ format:
```
26
Properties=species:S:1:pos:R:3:lowdin_spin:R:1
C -0.098 2.303 2.770 0.05
N 0.956 1.952 1.984 0.23
O -2.532 -0.381 -5.969 0.00
H -2.400 -0.968 0.923 0.01
H -3.254 -0.029 2.107 0.00
C -0.094 -3.202 -5.560 0.00
H 2.138 3.491 2.734 0.00
N -0.196 0.056 1.120 0.00
H -2.116 1.822 3.305 0.01
C -1.265 0.455 1.818 0.04
Cl 1.825 -2.271 -3.119 0.15
Tl 1.823 -1.937 0.043 0.34
Cl 0.045 0.689 -3.789 0.01
H 2.420 3.106 1.013 0.02
N -2.386 -0.284 1.661 0.26
H 0.086 3.184 3.410 0.00
O -0.141 -4.212 -6.106 0.00
C 0.084 -4.050 1.231 0.11
H 3.038 2.022 2.262 0.02
C 0.925 0.816 1.195 0.03
O -0.288 -4.921 1.867 0.01
C 2.211 2.686 2.001 0.03
Au 0.036 -1.501 -4.609 0.00
C -1.582 -0.906 -5.596 0.00
O 2.004 0.509 0.590 0.34
C -1.240 1.569 2.714 0.34
```

The net charge is +4. The calculation puts the HOMO energy (alpha / beta) at -23.358 / -23.340 eV. The frontier orbital gap (alpha / beta) is 0.2884 / 0.1848 hartree. As for the multiplicity: 3.

---

Number 1: total energy -19921.044 eV. Number 2: total energy -24796.854 eV. Number 3: total energy -8384.725 eV. Number 4: total energy -90950.264 eV. Number 5: total energy -25678.099 eV. Number 6: total energy -53911.717 eV. Number 7: total energy -11918.096 eV. Number 8: total energy -37695.362 eV. Number 9: total energy -12484.267 eV. Number 10: total energy -12482.700 eV. Number 11: total energy -16579.513 eV. Number 12: total energy -21267.415 eV. Number 13: total energy -54451.446 eV.